No. 1
{
  "formula": "C22H41O7PPtS2",
  "method": "ωB97M-V/def2-TZVPD",
  "elements": ["C", "C", "C", "O", "O", "C", "C", "C", "C", "C", "C", "C", "C", "C", "C", "C", "C", "C", "C", "C", "O", "S", "O", "O", "O", "C", "C", "C", "C", "O", "P", "S", "H", "H", "H", "H", "H", "H", "H", "H", "H", "H", "H", "H", "H", "H", "H", "H", "H", "H", "H", "H", "H", "H", "H", "H", "H", "H", "H", "H", "H", "H", "H", "H", "H", "H", "H", "H", "H", "H", "H", "H", "H", "Pt"],
  "coordinates": [[-1.763116, 4.838633, 5.766544], [-0.918933, 4.546795, 4.773941], [-1.091814, 5.345807, 3.480115], [-0.192727, 6.014586, 3.154839], [-2.266586, 5.277674, 2.808473], [-2.126924, 4.608556, 1.520494], [-2.776741, 3.183425, 1.572903], [-3.792934, 2.913555, 0.419220], [-3.433303, 1.678300, -0.474354], [-3.196084, 0.362035, 0.315174], [-2.538477, -0.754565, -0.526234], [-0.975556, -0.830424, -0.590077], [-0.697469, -1.983205, -1.618962], [-0.594816, -1.535694, -3.102436], [0.824174, -1.058063, -3.533363], [1.766435, -2.181177, -4.028250], [2.749783, -2.684700, -2.926193], [3.913602, -1.708425, -2.638762], [5.231622, -2.114500, -3.370162], [5.925790, -3.350148, -2.732953], [-0.645018, 0.412672, -1.283423], [0.218104, 1.404456, -0.346084], [1.592679, 1.547064, -0.687077], [-0.352443, 2.702583, -0.367111], [-0.053508, 0.560750, 1.039330], [-0.176190, -0.863476, 0.771876], [-0.943985, -1.720587, 1.780034], [-0.236390, -1.981518, 3.155311], [0.734634, -0.889678, 3.641376], [0.409804, -3.256841, 3.218882], [1.660732, -1.326061, 0.441997], [1.995745, -3.254020, 0.558825], [-1.932302, 4.179305, 6.622868], [-2.315519, 5.783642, 5.721209], [-0.142499, 3.786465, 4.887978], [-1.040630, 4.521992, 1.354352], [-2.559604, 5.228393, 0.722484], [-1.929056, 2.476115, 1.592500], [-3.264921, 3.094531, 2.558331], [-4.779436, 2.780220, 0.893606], [-3.791881, 3.798586, -0.234472], [-2.642304, 1.910483, -1.204921], [-4.371627, 1.503981, -1.098386], [-4.196183, -0.016743, 0.604373], [-2.655958, 0.523519, 1.261057], [-2.878208, -0.628288, -1.635194], [-2.947531, -1.726501, -0.200600], [-1.561962, -2.671523, -1.559512], [0.188621, -2.599409, -1.396395], [-0.828472, -2.432841, -3.708851], [-1.385174, -0.801594, -3.377365], [1.244797, -0.440353, -2.718573], [0.675101, -0.363403, -4.381727], [2.407683, -1.733797, -4.815449], [1.256765, -3.041408, -4.490233], [3.179510, -3.664348, -3.202217], [2.143611, -2.862180, -2.002678], [3.688659, -0.651091, -2.878764], [4.177835, -1.713726, -1.556747], [5.959952, -1.283254, -3.354330], [5.009548, -2.304820, -4.434422], [6.353036, -3.986375, -3.528797], [5.199272, -3.977942, -2.186351], [6.753138, -3.101973, -2.051775], [-1.062052, -2.713470, 1.297646], [-1.962026, -1.364551, 1.990587], [-1.045630, -2.028269, 3.913957], [1.732295, -0.920584, 3.179422], [0.231863, 0.085505, 3.512595], [0.895215, -1.037210, 4.722693], [-0.296410, -3.918175, 3.295674], [1.881484, -0.926408, -0.909446], [2.521396, -0.560037, 1.254077], [-4.160491, -0.106274, -2.652098]],
  "atomic_forces_ev_per_a": [[-0.1688, 0.1016, 0.2496], [-1.3192, 0.0287, -0.1924], [-0.6195, -1.3763, 1.6833], [2.1773, 1.6528, -1.3811], [-0.1552, -0.7324, -0.0471], [0.3489, -0.3884, 0.0690], [0.4874, 0.4766, 0.2294], [0.5482, -0.2416, 0.1534], [-0.3483, -0.0341, 0.1023], [-0.4861, -0.0510, -0.3834], [-0.0482, 0.0269, 2.5401], [-0.9624, -0.8939, -2.8820], [-0.2330, -0.3749, -0.1680], [0.1893, -0.5834, -0.1953], [-0.9235, 0.3023, -0.6255], [1.1934, 0.1618, 0.5521], [-0.1906, 0.2133, -0.4017], [0.7956, 0.1383, 0.4817], [0.1758, -0.0342, 0.1147], [-0.2410, -0.3476, -0.5027], [1.6513, 0.4761, 1.6056], [-0.0193, 2.3477, -1.1391], [0.5092, -2.5534, 0.3410], [-1.7883, -0.6264, 0.9615], [0.0663, 0.2207, 0.0605], [-1.1115, 1.1162, -1.2244], [0.9610, -0.4803, 0.6883], [-0.2391, -0.0057, 0.8728], [-0.5841, -0.2195, 0.3789], [-0.2217, 0.4506, -0.5823], [0.3475, -0.4989, -0.6220], [-0.1187, -0.4144, 0.2982], [0.4608, 0.4849, -0.0402], [-0.2749, -0.5973, 0.0086], [-0.2901, 0.1542, -0.4914], [-0.5049, 0.0789, -0.3624], [0.0650, -0.0324, 0.4979], [-0.5059, 0.1165, -0.1505], [0.0444, 0.0397, -0.4509], [0.2548, 0.0654, -0.5522], [-0.3659, -0.3437, 0.1961], [-0.0309, 0.0122, 0.6408], [0.1380, -0.0995, -0.0771], [0.4787, 0.1944, 0.0333], [0.0007, 0.0871, -0.4741], [0.5833, -0.2471, -0.2405], [0.2503, 0.3194, -0.3398], [0.5137, 0.1601, 0.1926], [-0.3243, 0.3333, 0.0942], [0.0397, 0.3853, 0.3035], [0.4676, -0.1511, 0.2996], [0.1756, -0.2867, -0.4355], [0.0869, -0.1987, 0.4577], [-0.3149, -0.3095, 0.2247], [-0.1473, 0.4710, 0.1956], [-0.2985, 0.3425, 0.1487], [0.3465, -0.1502, -0.1320], [-0.2253, -0.4886, -0.0255], [-0.2535, -0.0155, -0.4058], [-0.5353, -0.1696, -0.0234], [0.0349, 0.0301, 0.3693], [-0.1266, 0.2438, 0.4155], [0.3087, 0.1957, -0.1513], [-0.4277, 0.1204, -0.1627], [0.0939, 0.4787, 0.0837], [0.4784, 0.3137, -0.3257], [0.2176, 0.2112, -0.4535], [-0.4266, 0.0578, 0.0120], [0.5226, -0.2845, -0.0034], [-0.0075, 0.0372, -0.4854], [0.4081, -0.0881, -0.0162], [-0.1078, 0.0647, 0.5403], [-0.4461, 0.1528, -0.2176], [-0.0290, 0.4545, 0.2669]],
  "mulliken_charge": [-0.56, -0.23, 0.58, -0.40, -0.38, -0.79, 0.05, -1.39, -0.60, -0.09, 0.36, 0.68, -0.98, -0.86, -0.03, -1.19, 0.32, -0.58, -0.67, -1.10, -0.43, 1.32, -0.60, -0.63, -0.32, 0.62, -0.87, -0.21, -1.34, -0.48, 0.40, 0.02, 0.27, 0.27, 0.38, 0.47, 0.35, -0.30, 0.57, 0.29, 0.50, 0.66, 0.14, 0.49, 0.17, -1.28, 0.44, 0.55, 0.55, 0.66, 0.10, -0.15, 0.42, 0.38, 0.36, 0.65, -0.57, 0.42, 0.24, 0.39, 0.30, 0.32, 0.28, 0.32, 0.53, 0.32, 0.50, 0.31, 0.30, 0.48, 0.39, -0.04, 0.31, 0.64],
  "total_energy_ha": -2645.568356,
  "multiplicity": 1,
  "total_charge": 2,
  "lumo_ev": -12.19,
  "orbital_gap_ev": 1.55,
  "max_force_ev_per_a": 3.167
}


No. 2
{
  "formula": "C22H42BN5O6S",
  "method": "ωB97M-V/def2-TZVPD",
  "elements": ["C", "B", "O", "C", "C", "C", "N", "S", "N", "C", "C", "C", "N", "C", "C", "C", "O", "H", "H", "H", "H", "H", "H", "H", "H", "H", "H", "H", "H", "C", "O", "C", "C", "N", "C", "C", "O", "C", "H", "H", "H", "H", "H", "H", "H", "H", "H", "H", "H", "H", "H", "H", "H", "C", "O", "C", "C", "N", "C", "C", "O", "C", "H", "H", "H", "H", "H", "H", "H", "H", "H", "H", "H", "H", "H", "H", "H"],
  "coordinates": [[-2.167699, 2.464232, 3.204746], [-2.337565, 1.898657, 1.715446], [-3.145969, 2.674572, 0.806832], [-1.661429, 0.570028, 1.105805], [-0.456671, 0.765075, 0.288487], [0.243563, -0.379350, -0.371756], [1.379211, -0.293062, -1.179563], [1.562259, -1.909191, -1.599625], [0.357602, -2.747797, -0.803786], [-0.367269, -1.769589, -0.128987], [-1.600279, -1.958490, 0.723791], [-2.268691, -0.800141, 1.335206], [-3.459892, -1.089955, 2.104466], [-4.710907, -0.560511, 1.503288], [-3.321418, -0.826469, 3.516478], [-2.393414, -1.827011, 4.335707], [-3.807282, 0.098248, 4.135444], [-1.835012, 1.607736, 3.868478], [-1.488441, 3.355294, 3.276750], [-3.212056, 2.717936, 3.570858], [-2.493852, 3.015155, 0.153447], [-0.059410, 1.801047, 0.121676], [-1.972325, -3.002142, 0.866857], [-4.429729, -0.001599, 0.563454], [-5.350502, -1.437244, 1.173052], [-5.330556, 0.084432, 2.175547], [-1.786061, -1.199954, 5.053905], [-3.056042, -2.507549, 4.931842], [-1.730101, -2.418454, 3.642229], [-0.927976, 1.214792, -5.313077], [-1.767469, 0.225667, -4.741923], [-1.682987, 0.163691, -3.318325], [-2.971224, 0.663189, -2.675306], [-3.124266, 2.106324, -2.839571], [-4.450333, 2.608589, -2.475832], [-5.647900, 2.110450, -3.294246], [-5.657636, 2.560305, -4.642386], [-4.886681, 1.773791, -5.536394], [-0.932339, 1.075422, -6.395028], [-1.294062, 2.221740, -5.092506], [0.101760, 1.106082, -4.959676], [-0.807666, 0.698681, -2.934781], [-1.559498, -0.895078, -3.063809], [-2.953781, 0.423458, -1.606080], [-3.803094, 0.118455, -3.135404], [-2.951604, 2.349363, -3.807280], [-4.413118, 3.698092, -2.571185], [-4.629973, 2.395309, -1.416465], [-6.546912, 2.535173, -2.837139], [-5.773205, 1.023011, -3.244144], [-4.870995, 0.718104, -5.254771], [-3.870529, 2.166472, -5.608108], [-5.335541, 1.858020, -6.528086], [8.500408, -1.239985, 2.917770], [7.646997, -0.187805, 2.500180], [7.560634, -0.055983, 1.081498], [6.180553, -0.466550, 0.583591], [5.979890, -1.907744, 0.702920], [4.597883, -2.335176, 0.487423], [3.535280, -1.828064, 1.470941], [3.673187, -2.344842, 2.787708], [4.586809, -1.637473, 3.610606], [8.633938, -1.156045, 3.997166], [8.061766, -2.217623, 2.698439], [9.483715, -1.157508, 2.445506], [8.355732, -0.607996, 0.569322], [7.704173, 1.007137, 0.861813], [6.077445, -0.175086, -0.466867], [5.439247, 0.089911, 1.167651], [6.258715, -2.205055, 1.629684], [4.594812, -3.428675, 0.529902], [4.299431, -2.062907, -0.530137], [2.566510, -2.191577, 1.113285], [3.456256, -0.735192, 1.484818], [4.617422, -0.570432, 3.377064], [5.583943, -2.075244, 3.534507], [4.262223, -1.753095, 4.646658]],
  "atomic_forces_ev_per_a": [[-0.6821, -1.3401, 0.3216], [-0.7771, 1.1071, -0.3277], [2.0047, -0.3917, 0.7786], [1.6668, -0.8183, -1.2238], [-1.5691, -1.3590, 0.7605], [-1.2339, 0.2345, 1.0524], [-3.1122, -3.0598, 1.5676], [-0.6554, 0.1412, 0.6404], [-0.1377, 3.2966, 0.3893], [0.7089, 1.0731, -0.3699], [0.3370, 2.3596, 0.0405], [3.4170, -2.2792, -2.2569], [-0.2802, 1.3601, 0.7836], [-0.5765, -0.1868, -1.2948], [1.6196, -0.4781, 1.5477], [-0.0297, 0.6251, -0.8118], [-0.5211, -0.8788, -1.2010], [-0.0083, 1.3093, -0.5275], [-0.6465, -0.8267, -0.0927], [1.2352, 0.0484, -0.4025], [-0.9469, -0.4113, -0.1682], [-0.4117, -1.1429, 0.2409], [0.2338, 1.1637, -0.1028], [-0.5186, -0.3550, 1.0451], [0.7118, 0.9583, 0.4193], [0.8859, -0.4787, -0.4294], [-0.6590, -0.7907, -0.8444], [0.5685, 0.5767, -0.6307], [-0.6963, 0.5446, 0.8793], [-0.1255, -0.2152, -0.1126], [0.2744, 0.2935, 0.1194], [-0.3982, -0.3799, 0.0783], [0.2484, 0.2017, -0.2238], [-0.0613, -0.0883, 0.1362], [0.0139, 0.0639, -0.1475], [-0.1375, 0.3522, 0.1967], [0.0560, -0.3496, 0.1516], [-0.1783, 0.3307, -0.1562], [-0.0787, -0.0397, 0.0718], [0.1585, 0.0923, 0.0322], [-0.0054, 0.1011, 0.0382], [-0.0837, 0.1169, -0.1154], [0.0198, 0.0393, 0.0600], [-0.0070, 0.0305, -0.0076], [0.0207, -0.2124, 0.0522], [0.0530, -0.0364, 0.0617], [-0.0871, -0.0457, 0.0062], [0.0152, -0.0756, -0.0434], [0.0419, 0.0213, -0.0370], [0.1529, -0.0415, -0.1106], [0.0886, 0.0299, 0.0733], [0.1368, -0.2168, -0.0278], [-0.0490, 0.0133, 0.0744], [-0.1140, 0.2106, 0.1415], [0.2623, -0.2978, -0.1600], [-0.3836, 0.4185, 0.0043], [0.2671, -0.2671, 0.1865], [-0.1175, 0.1282, -0.0337], [0.1209, -0.1055, 0.1996], [-0.1810, -0.2920, -0.1947], [0.0357, 0.3377, -0.1548], [-0.1651, -0.3235, 0.1661], [-0.0828, 0.0489, -0.0597], [0.1522, -0.0960, -0.0573], [-0.0149, -0.0992, -0.0360], [-0.0936, -0.1266, 0.1147], [0.0000, -0.0549, -0.0379], [-0.0256, -0.0309, 0.0288], [0.0252, 0.2282, -0.0553], [0.0345, 0.0370, -0.0668], [-0.0899, 0.0477, -0.0003], [0.0316, 0.0874, 0.0539], [0.0218, -0.0393, 0.0568], [0.1615, 0.0310, 0.0830], [0.0761, -0.0308, -0.0862], [0.1445, 0.2099, 0.0227], [-0.0609, -0.0085, -0.0680]],
  "mulliken_charge": [-0.86, 0.49, -0.53, 0.66, -0.83, 0.76, -0.66, 0.15, -0.64, 0.66, -0.85, -0.51, 0.16, -0.56, 0.52, -0.89, -0.50, 0.25, 0.35, 0.25, 0.28, 0.30, 0.44, 0.04, 0.29, 0.36, 0.28, 0.31, 0.24, -0.68, -0.41, -0.87, 0.65, -0.36, -0.47, -0.66, -0.44, -0.53, 0.26, 0.29, 0.32, 0.48, 0.25, -0.36, 0.24, 0.13, 0.42, 0.20, 0.41, 0.36, 0.28, 0.17, 0.31, -0.71, -0.34, -0.81, -0.19, -0.34, -0.76, -0.08, -0.47, -0.57, 0.23, 0.31, 0.34, 0.41, 0.39, 0.37, 0.16, 0.13, 0.33, 0.39, 0.22, 0.28, 0.28, 0.19, 0.31],
  "total_energy_ha": -2011.594549,
  "multiplicity": 1,
  "lumo_ev": -1.32,
  "orbital_gap_ev": 7.39,
  "max_force_ev_per_a": 4.687
}